No. 1
One molecule with the formula C3H8N2OS in a non-equilibrium geometry. Source: the OMol25 dataset; level of theory: ωB97M-V/def2-TZVPD.

The HOMO-LUMO gap is 10.166 eV. As for the SMILES: NC(=O)NCCS. The HOMO energy is -9.48 eV. The calculation puts the energy above the lowest of the compared OMol25 structures with the same formula, charge and spin at 96.8 kJ/mol.

XYZ file:
```
15
Properties=species:S:1:pos:R:3:mulliken_charge:R:1
N 1.12228 2.15472 -0.22649 -0.41
C 1.72273 0.93103 -0.59395 0.51
O 2.61844 0.96681 -1.39913 -0.61
N 1.11938 -0.25722 -0.18977 -0.20
C -0.07093 -0.34479 0.61585 -0.44
C -1.09082 -1.41267 0.09589 -0.64
S -2.81355 -0.85682 0.06851 -0.22
H 1.31677 2.79642 -0.96639 0.22
H 0.38935 2.22642 0.44760 0.21
H 1.22275 -0.90867 -0.93928 0.25
H 0.08183 -0.25509 1.70371 0.34
H -0.67091 0.57930 0.57469 0.21
H -0.81026 -1.68666 -0.90348 0.30
H -0.85804 -2.26473 0.73572 0.35
H -3.27902 -1.66805 0.97653 0.13
```



No. 2
C4H6NOP as an isolated structure in a non-equilibrium geometry. Source: the OMol25 dataset; level of theory: ωB97M-V/def2-TZVPD.

The HOMO-LUMO gap (alpha / beta) is 7.057 / 7.054 eV. The HOMO energy (alpha / beta) is -7.92 / -7.92 eV. The calculation puts the energy above the lowest of the compared OMol25 structures with the same formula, charge and spin at 390.5 kJ/mol.

XYZ file:
```
13
Properties=species:S:1:pos:R:3:mulliken_charge:R:1
C -0.51807 -1.26720 -1.20203 0.01
C -1.07490 -0.17312 -0.69575 0.40
C -0.00524 -2.45436 -1.23061 -0.72
C 0.87279 0.91907 0.41907 -0.16
N -0.30625 0.76734 -0.01418 0.03
O -2.31472 0.15817 -0.62220 -0.58
P -1.72293 1.77481 0.47633 -0.07
H 0.45906 -3.04534 -1.97105 0.29
H -0.20559 -2.83896 -0.28441 0.24
H 1.11385 1.49701 1.27434 0.23
H 1.58347 0.25553 0.01311 0.31
H -0.77974 2.48694 1.44331 -0.07
H -2.17377 0.85328 1.57299 0.06
```



No. 3
A 2-piece molecular cluster, H4O2 overall in a non-equilibrium geometry. Source: the OMol25 dataset; level of theory: ωB97M-V/def2-TZVPD.

The HOMO-LUMO gap is 11.331 eV. As for the SMILES: O.O. The HOMO energy is -10.81 eV. The calculation puts the energy above the lowest of the compared OMol25 structures with the same formula, charge and spin at 18.7 kJ/mol.

XYZ file:
```
6
Properties=species:S:1:pos:R:3:mulliken_charge:R:1
O 1.14479 0.68516 -0.00282 -0.74
H 1.72437 0.10264 -0.53166 0.35
H 1.42638 0.54549 0.98412 0.36
O -1.33516 -0.58488 0.01404 -0.67
H -1.14648 -1.37257 -0.49059 0.29
H -0.48135 -0.07780 -0.05166 0.40
```